{"formula": "C34H36F16O14", "method": "ωB97M-V with the def2-TZVPD basis set", "total_energy_ha": -3968.4352, "lumo_energy_ev": 0.2, "gap_ev": 9.75, "homo_ha": -0.350, "species": ["F", "F", "F", "F", "F", "F", "F", "F", "F", "F", "F", "F", "F", "F", "F", "F", "O", "O", "O", "O", "O", "O", "O", "O", "O", "O", "O", "O", "O", "O", "C", "C", "C", "C", "C", "C", "C", "C", "C", "C", "C", "C", "C", "C", "C", "C", "C", "C", "C", "C", "C", "C", "C", "C", "C", "C", "C", "C", "C", "C", "C", "C", "C", "C", "H", "H", "H", "H", "H", "H", "H", "H", "H", "H", "H", "H", "H", "H", "H", "H", "H", "H", "H", "H", "H", "H", "H", "H", "H", "H", "H", "H", "H", "H", "H", "H", "H", "H", "H", "H"], "xyz": [[1.69510, 1.00709, -6.45004], [3.03006, 6.13292, 0.82588], [3.64131, -3.43229, 1.17048], [-7.30487, 2.28114, 1.93973], [-8.84180, 1.10684, 0.88640], [4.11334, 4.52170, -0.32602], [3.77450, 1.47304, -6.03578], [-8.40505, 3.11740, 0.25762], [-1.10077, -2.27447, 3.65826], [-2.73935, -2.21530, 2.18499], [3.04094, -0.60729, -6.02046], [3.98496, 2.91937, 4.67123], [3.54827, 4.23372, 1.64293], [-2.79271, -3.60737, 3.75828], [0.22487, -0.72411, 1.17390], [-2.93011, -0.76955, -2.79180], [1.88838, 2.91644, -0.18938], [0.18228, -2.76538, -1.34882], [-5.62439, 1.95475, -0.27438], [1.56260, 1.43077, -3.76705], [0.05307, -0.58703, -1.94609], [0.88000, 4.99359, -0.43121], [3.50376, 0.28954, -3.57931], [3.27045, -3.30834, -3.17829], [-1.73487, -1.51711, -1.02195], [2.36395, -4.81709, -1.75312], [3.22769, -2.87701, -0.95917], [-7.26114, 0.59420, -1.00722], [-1.83328, -4.74574, 1.39452], [0.12105, -3.71633, 1.84361], [2.87828, -0.56090, 5.04281], [-1.02321, 5.59029, -1.62773], [2.64637, -3.44436, 0.19233], [2.77025, 0.66946, -5.74133], [1.82618, 4.12510, 0.03110], [-1.05269, -3.90066, 2.03378], [-2.19890, -6.35904, -0.25723], [3.08727, 0.82552, 5.23575], [4.87921, 0.93320, 3.59919], [-1.24259, -5.30593, 0.20202], [2.37191, -4.92175, -0.29846], [-0.22873, 4.44425, -1.08906], [-0.45529, -1.74703, -1.52645], [1.15119, 1.13983, 2.39498], [-0.26748, 3.07935, 2.82701], [4.67684, -0.42669, 3.33781], [3.16391, 4.78147, 0.54033], [-0.93749, 0.46908, -1.86887], [-6.37788, 0.41156, -3.29011], [-1.17274, 1.12569, 1.70541], [0.08278, 0.53583, 1.76891], [-6.73063, 1.47268, -0.22659], [-7.82248, 1.99456, 0.76345], [3.68844, -1.11647, 4.04229], [4.70420, -0.05501, -1.45418], [-2.21752, -0.32462, -1.65564], [-1.35163, 2.37276, 2.26118], [3.44460, 0.49942, -2.05467], [-6.36450, -0.13757, -1.90477], [3.01416, -3.66329, -2.06261], [0.94676, 2.42503, 2.94135], [3.98631, 1.54376, 4.51588], [-1.94603, -2.97730, 2.93462], [2.49875, 0.78486, -4.23102], [4.57288, -0.26902, -0.35316], [-2.34768, 2.89594, 2.19861], [-5.60966, -0.17836, -3.79266], [3.35788, 1.59595, -2.04913], [-1.23806, -4.53066, -0.56582], [5.56924, 0.58593, -1.50199], [1.75952, -3.00170, 0.61660], [3.53011, -2.19471, 3.78952], [4.84530, -1.05703, -1.91694], [-6.76436, -1.13187, -1.82381], [-7.39366, 0.47726, -3.74791], [3.27762, -5.46149, -0.01111], [-5.36251, 0.00425, -1.51858], [-2.34079, -7.09557, 0.54133], [1.77434, 2.98626, 3.36663], [-0.40564, 4.08927, 3.18239], [-1.96714, 5.14361, -2.06044], [-5.93231, 1.42016, -3.33145], [-1.33597, 6.28849, -0.89226], [5.64105, 1.50414, 3.05641], [-3.18266, -5.92953, -0.47006], [-1.98306, 0.59960, 1.27368], [-0.56973, 6.07448, -2.44362], [-1.78632, -6.80830, -1.15936], [2.03754, -1.09465, 5.43927], [-0.24552, -5.50237, 0.46900], [0.09992, 3.70351, -1.83461], [-0.87025, 1.12429, -1.03799], [-3.11581, 0.07054, -1.15546], [-0.99673, 0.99357, -2.83580], [-0.89642, 3.93156, -0.39101], [2.56227, -0.06880, -1.63593], [1.46505, -5.44889, -0.06131], [5.32431, -1.06958, 2.72485], [2.45004, 1.32671, 5.97325], [2.11135, 0.73583, 2.54968]], "forces_ev_per_angstrom": [[0.08, 0.29, -0.16], [0.29, -1.37, -1.07], [-0.67, -0.18, -0.48], [-0.04, -0.09, 0.21], [0.87, 0.36, 0.38], [0.39, 0.75, -1.14], [0.54, 0.09, -0.62], [0.66, -0.41, 0.22], [-0.09, 0.93, 0.39], [0.45, 0.61, -0.43], [0.55, 0.07, -0.47], [0.30, -1.21, -0.09], [0.20, -1.05, 2.05], [0.39, -0.56, 0.13], [-0.03, 1.40, 0.70], [1.17, 0.33, -0.47], [-0.84, 2.58, 0.84], [-1.54, 1.65, -0.86], [-0.39, -0.49, 0.29], [1.00, -1.18, -0.80], [-0.17, 0.61, -0.37], [2.50, -0.74, 1.97], [0.16, -0.76, 1.71], [0.10, -0.40, 1.20], [0.13, 0.22, -1.21], [0.99, 0.94, 0.98], [-0.65, -0.16, 0.14], [-0.17, -0.96, -0.58], [-0.11, 0.45, 0.30], [-0.64, -0.13, 0.55], [1.63, 1.55, -2.09], [-1.88, -1.68, -1.16], [0.46, -1.98, -0.24], [-1.27, -0.79, 0.95], [0.31, -1.43, -2.35], [-0.58, 0.49, -0.56], [0.25, -0.72, 0.39], [-1.82, -0.87, 1.48], [-0.60, 0.21, -0.13], [-1.73, 1.00, -0.61], [1.15, 0.78, -0.73], [-1.09, -0.70, -0.27], [0.85, -0.45, 2.47], [-1.02, 1.22, 0.48], [-0.65, -1.05, -0.26], [0.18, -0.10, 0.99], [-1.85, 1.56, 0.35], [-1.43, -1.35, -2.03], [0.02, 0.91, -0.46], [0.66, 0.08, 0.40], [0.27, -1.00, -0.33], [0.19, 1.61, 0.40], [-1.10, 0.08, -0.85], [-0.88, -1.85, 0.25], [-0.29, -1.34, 0.88], [-1.52, -1.83, 0.27], [-0.60, 1.73, -0.03], [-0.57, 0.11, -0.92], [-0.37, 0.99, 0.46], [-0.87, 0.39, -1.30], [-0.02, 0.18, -0.58], [1.28, 0.48, -1.05], [0.31, -0.93, 0.18], [-1.16, 1.95, 0.86], [-0.23, 0.30, -1.08], [1.09, -0.81, 0.06], [-0.58, -0.30, -0.68], [-0.30, -0.52, 0.81], [0.29, 0.25, 0.23], [0.29, 0.13, -0.53], [0.09, 0.85, -0.29], [0.22, 1.03, 0.20], [0.37, 0.73, 0.27], [0.28, -0.52, -0.12], [0.97, -0.51, 0.12], [-0.25, -0.36, 0.09], [0.10, -0.54, 0.26], [0.07, -0.17, -0.35], [0.05, -0.38, 0.07], [0.02, 0.02, 0.12], [0.79, 0.45, 0.45], [-0.37, -0.18, 0.33], [-0.03, 0.58, 0.81], [-0.40, -0.10, 0.36], [0.28, 0.08, -0.07], [-0.67, -0.51, -0.39], [0.85, 0.79, -0.89], [-0.22, -0.26, 0.01], [0.00, -0.12, 0.51], [1.00, -1.11, -0.04], [-0.07, 0.39, 0.05], [0.94, 0.56, 0.82], [1.26, 0.42, 0.94], [0.43, -0.08, 0.48], [0.42, -0.26, 0.32], [0.74, 0.98, -0.83], [-0.03, 0.29, 0.56], [-0.24, 0.87, -0.08], [0.30, 0.10, -0.40], [0.85, -0.89, -0.29]], "lowdin_charge": [0.17, 0.12, 0.02, 0.19, 0.14, 0.20, 0.19, 0.14, 0.18, 0.17, 0.17, 0.02, 0.19, 0.16, 0.03, 0.01, 0.13, 0.16, 0.14, 0.11, 0.08, 0.03, 0.05, 0.16, 0.10, 0.06, 0.09, 0.05, 0.05, 0.15, -0.05, -0.06, -0.26, -0.58, -0.29, -0.36, -0.05, -0.05, 0.00, -0.19, -0.01, -0.24, -0.48, 0.01, -0.08, -0.09, -0.56, -0.02, -0.06, -0.04, -0.21, -0.42, -0.51, -0.11, -0.07, -0.24, -0.08, -0.12, -0.17, -0.54, -0.07, -0.28, -0.55, -0.41, 0.09, 0.13, 0.08, 0.12, 0.12, 0.07, 0.11, 0.11, 0.09, 0.13, 0.10, 0.14, 0.09, 0.09, 0.10, 0.10, 0.11, 0.09, 0.07, 0.12, 0.09, 0.10, 0.06, 0.09, 0.10, 0.08, 0.13, 0.11, 0.16, 0.15, 0.12, 0.13, 0.10, 0.11, 0.13, 0.09]}